No. 1
DFT (the ωB97M-V functional and the def2-TZVPD basis) results for an isolated molecule of C4H5NO in a non-equilibrium geometry.

Summary:
HOMO-LUMO gap (alpha / beta): 8.86 / 7.03 eV
energy: -7761.496 eV
ΔE to the lowest compared entry with this formula, charge and spin: 116.0 kcal/mol
strongest force on any atom: 4.55 eV/Å

Positions of all 11 atoms, in Å:
1 C -0.7678 -2.2692 0.1778
2 C 0.2927 0.8396 0.2061
3 N -0.0384 -3.8926 -1.7156
4 C 0.6172 -0.6374 0.0903
5 H -1.4407 -1.5358 -0.2954
6 H 0.1667 0.9955 1.3180
7 H 0.9825 -0.9372 -0.9727
8 H 1.2474 1.2661 -0.1803
9 H -0.4503 1.4178 -0.3322
10 O 0.1996 -1.5203 0.9535
11 C -0.3868 -3.1477 -0.8778

Löwdin charges in e: C -0.0743; C -0.0495; N 0.1373; C -0.1937; H 0.0975; H 0.1028; H 0.1560; H 0.0876; H 0.0773; O -0.0881; C -0.2530

---

No. 2
DFT (the ωB97M-V functional and the def2-TZVPD basis) results for a structure of composition C4H5NO.

Summary:
HOMO-LUMO gap: 8.79 eV
energy: -7761.122 eV
ΔE to the lowest compared entry with this formula, charge and spin: 124.6 kcal/mol
strongest force on any atom: 0.96 eV/Å

Positions of all 11 atoms, in Å:
1 C 1.1068 0.5690 -1.3232
2 O -1.5165 0.7969 1.1332
3 H 1.0699 1.6092 -1.6505
4 H -1.1607 -1.2265 2.3862
5 H 2.1279 0.3003 -1.0458
6 N -0.7364 1.2047 0.2405
7 H -1.3512 -1.6555 0.6197
8 C -0.9088 -0.9548 1.3615
9 H 0.8230 -0.0704 -2.1702
10 C 0.2453 -0.8298 0.6400
11 C 0.2178 0.3131 -0.1484

Löwdin charges in e: C -0.0618; O -0.0693; H 0.0745; H 0.1065; H 0.0757; N 0.0480; H 0.1278; C -0.0155; H 0.0792; C 0.0186; C -0.3836

---

No. 3
DFT (the ωB97M-V functional and the def2-TZVPD basis) results for a cluster of 3 separate species, C4H5NO in total in a non-equilibrium geometry.

Summary:
HOMO-LUMO gap: 10.53 eV
energy: -7760.916 eV
ΔE to the lowest compared entry with this formula, charge and spin: 129.4 kcal/mol
strongest force on any atom: 5.56 eV/Å

Positions of all 11 atoms, in Å:
1 O -0.5227 1.8278 -0.0514
2 H 0.2368 -0.7275 -1.6840
3 H 1.6353 -0.2685 1.8144
4 C -2.2963 0.2899 -0.0013
5 C -0.8144 0.6535 -0.2094
6 H 1.8118 1.3423 0.0983
7 C 0.0785 -0.4975 -0.3810
8 H -0.4987 -1.6183 -0.0032
9 N -3.3502 -0.2020 0.2986
10 C 1.4866 -0.0386 0.3900
11 H 2.2333 -0.7612 -0.2709

Löwdin charges in e: O 0.0685; H 0.2016; H 0.1724; C -0.1046; C -0.4917; H 0.1801; C -0.2470; H 0.1903; N 0.1405; C -0.1743; H 0.0642

---

No. 4
DFT (the ωB97M-V functional and the def2-TZVPD basis) results for an isolated molecule of C4H5NO in a non-equilibrium geometry.

Summary:
HOMO-LUMO gap: 10.92 eV
structure (SMILES): [H]/N=C/OCC#C
energy: -7763.646 eV
ΔE to the lowest compared entry with this formula, charge and spin: 66.4 kcal/mol
strongest force on any atom: 2.11 eV/Å

Positions of all 11 atoms, in Å:
1 C -0.6299 0.3732 -0.1731
2 C 1.3709 -0.6894 -0.7453
3 H -0.0886 1.3413 -0.2976
4 O 0.0757 -0.9040 -0.3512
5 N 1.7720 0.4965 -0.9493
6 H 2.0057 -1.6001 -0.8550
7 H -1.8488 0.0802 3.3385
8 H -1.3970 0.3476 -0.9394
9 C -1.4836 0.2238 2.3479
10 H 2.7429 0.5967 -1.1582
11 C -1.1164 0.3328 1.2052

Löwdin charges in e: C -0.1992; C -0.2763; H 0.1162; O -0.0725; N 0.0881; H 0.1406; H 0.0248; H 0.1228; C 0.1164; H 0.0439; C -0.1047

---

No. 5
DFT (the ωB97M-V functional and the def2-TZVPD basis) results for an isolated molecule of C4H5NO in a non-equilibrium geometry.

Summary:
HOMO-LUMO gap: 11.42 eV
structure (SMILES): N#CC[C@H]1CO1
energy: -7764.184 eV
ΔE to the lowest compared entry with this formula, charge and spin: 54.0 kcal/mol
strongest force on any atom: 1.52 eV/Å

Positions of all 11 atoms, in Å:
1 C -0.6906 0.8622 -0.5945
2 C -1.4127 -0.4165 -0.5436
3 H 1.0575 -1.4199 1.2584
4 O 1.7374 0.5009 0.2733
5 H -0.2641 1.0471 -1.5856
6 H 1.0082 -1.3304 -0.5709
7 H 0.0446 0.8351 1.4662
8 N -1.5511 -1.5297 -0.2542
9 C 1.0059 -0.7821 0.3702
10 C 0.3612 0.5092 0.4769
11 H -1.2965 1.7242 -0.2961

Löwdin charges in e: C -0.0853; C -0.2241; H 0.1218; O -0.0151; H 0.1302; H 0.1160; H 0.1509; N 0.1585; C -0.1010; C -0.3686; H 0.1166

---

No. 6
DFT (the ωB97M-V functional and the def2-TZVPD basis) results for an isolated molecule of C4H5NO.

Summary:
HOMO-LUMO gap: 8.93 eV
structure (SMILES): Oc1ccc[nH]1
energy: -7765.501 eV
ΔE to the lowest compared entry with this formula, charge and spin: 23.7 kcal/mol
strongest force on any atom: 0.87 eV/Å

Positions of all 11 atoms, in Å:
1 C 0.8641 1.0606 -0.0249
2 H 0.3856 0.9263 -2.2041
3 H 0.7201 0.2325 2.0794
4 C 0.5500 0.1471 1.0148
5 N -0.2691 -0.6379 -0.9081
6 O -1.2615 -1.4608 1.0854
7 C 0.3745 0.5395 -1.1963
8 H 1.2718 2.0490 0.1240
9 H -0.5634 -1.3247 -1.5870
10 C -0.2161 -0.8350 0.4542
11 H -1.8560 -0.6966 1.1626

Löwdin charges in e: C -0.1015; H 0.1053; H 0.1083; C -0.0503; N 0.0715; O 0.0344; C -0.1336; H 0.0918; H 0.1567; C -0.3988; H 0.1162

---

No. 7
DFT (the ωB97M-V functional and the def2-TZVPD basis) results for an isolated molecule of C4H5NO.

Summary:
HOMO-LUMO gap: 10.22 eV
structure (SMILES): Cc1ncco1
energy: -7766.282 eV
ΔE to the lowest compared entry with this formula, charge and spin: 5.6 kcal/mol
strongest force on any atom: 0.29 eV/Å

Positions of all 11 atoms, in Å:
1 C 0.6267 -1.6826 0.0286
2 H -1.1656 2.0564 -0.5136
3 O 0.8147 0.3927 -0.6472
4 C -0.2986 0.2180 0.1013
5 H 2.3105 -0.9009 -1.2648
6 C -1.1294 1.4130 0.3685
7 C 1.4008 -0.8382 -0.6884
8 H 0.7430 -2.7352 0.2427
9 H -2.1314 1.0841 0.6408
10 H -0.7070 1.9809 1.2031
11 N -0.4639 -0.9881 0.5290

Löwdin charges in e: C -0.1234; H 0.0864; O 0.0488; C -0.4277; H 0.1161; C 0.0024; C -0.1004; H 0.1025; H 0.0859; H 0.0884; N 0.1210

---

No. 8
DFT (the ωB97M-V functional and the def2-TZVPD basis) results for an isolated molecule of C4H5NO in a non-equilibrium geometry.

Summary:
HOMO-LUMO gap: 8.56 eV
structure (SMILES): Oc1cc[nH]c1
energy: -7763.241 eV
ΔE to the lowest compared entry with this formula, charge and spin: 75.8 kcal/mol
strongest force on any atom: 10.38 eV/Å

Positions of all 11 atoms, in Å:
1 C 1.4391 0.6820 0.0295
2 H 2.6109 0.8019 -0.0317
3 H -2.4594 0.8707 -0.0951
4 O -2.0046 -0.0846 0.0567
5 C 0.0414 -1.1238 -0.0406
6 H -0.0341 2.2044 0.3988
7 C -0.7341 -0.0170 -0.0851
8 H 2.2251 -0.9784 0.3136
9 H -0.0920 -2.2602 0.2840
10 N 1.2372 -0.6640 -0.0554
11 C 0.1078 1.2398 -0.0597

Löwdin charges in e: C -0.1389; H 0.1419; H 0.2005; O 0.0287; C -0.1323; H 0.0734; C -0.4301; H 0.1942; H 0.1767; N -0.1111; C -0.0030